# 1
The following is a DFT calculation (ωB97M-V/def2-TZVPD) of a 2-piece molecular cluster, C19H14F4O4 overall at a distorted geometry.

## Properties
HOMO level (eV): -7.58
Gap between HOMO and LUMO (eV): 4.0873
Calculated total energy (Eh): -1432.7576
LUMO (eV): -3.50
Energy relative to the best compared isomer or geometry (same formula, charge and spin) (kJ/mol): 288.1

Last column: Löwdin charge in e.
Element x y z (Å)
C -2.340 -1.292 2.570  0.08
H -0.902 -4.595 -1.852  0.08
C -1.478 0.966 2.275  0.08
C 3.775 -0.777 2.464  -0.20
H -0.717 -4.244 -3.594  0.10
C 1.623 0.961 2.707  0.07
C -0.375 -1.957 -1.060  -0.49
C 0.906 -3.494 -2.377  -0.55
C -1.208 -0.425 2.422  -0.16
O 1.654 -3.842 -1.194  0.06
H 0.281 -5.510 -2.832  0.10
O 0.362 -2.173 -2.227  0.05
C 0.077 -1.022 2.402  0.12
C 1.358 -0.420 2.480  -0.15
H 2.321 -2.338 2.173  0.11
O 1.585 -3.978 1.032  0.03
H 5.064 0.961 2.658  0.14
C -0.263 -2.987 -0.082  0.03
F 4.832 -1.658 2.464  0.06
C -3.619 -0.770 2.606  -0.21
F -4.683 -1.641 2.684  0.05
H -0.681 1.663 2.036  0.11
H 0.088 -2.116 2.405  0.12
H -4.899 0.983 2.640  0.14
H 2.703 -2.709 -3.257  0.09
C 2.934 1.420 2.690  -0.21
H 2.382 -4.413 -3.660  0.09
F -2.986 2.795 2.445  0.05
C 1.924 -3.429 -3.518  0.01
C 0.996 -3.639 0.012  -0.48
F 3.156 2.777 2.790  0.05
H -2.161 -2.364 2.648  0.14
O -0.975 -0.900 -0.965  0.06
C -0.179 -4.524 -2.677  0.01
C 4.049 0.587 2.598  0.11
H -0.907 -2.966 0.782  0.08
H 1.433 -3.106 -4.441  0.09
C 2.498 -1.281 2.351  0.10
H 0.818 1.649 2.931  0.11
C -3.886 0.599 2.560  0.11
C -2.777 1.433 2.417  -0.20



# 2
The following is a DFT calculation (ωB97M-V/def2-TZVPD) of a 5-piece molecular cluster, C10H20BN5O overall at a distorted geometry.

## Properties
HOMO level (eV): -9.72
Gap between HOMO and LUMO (eV): 10.0267
Calculated total energy (Eh): -766.8808
LUMO (eV): 0.30
SMILES: NBCCO.CC#N.CC#N.CC#N.CC#N

Last column: Löwdin charge in e.
Element x y z (Å)
H 1.144 -0.705 -0.652  0.07
C 0.451 -0.996 -6.453  -0.29
H -3.048 -0.621 1.598  0.06
C 0.533 3.275 -1.937  -0.08
H 0.010 0.012 -4.659  0.04
H -1.446 0.263 0.422  0.11
O -2.988 -1.077 0.756  -0.09
H 1.784 -1.033 2.247  0.07
B 0.856 -1.258 0.377  -0.32
N 2.519 3.733 0.544  0.15
H -3.363 -3.377 3.214  0.09
C -2.059 -2.186 4.334  -0.29
N 1.200 -1.351 -7.247  0.12
H 0.288 4.016 -2.696  0.08
N -1.003 -1.788 4.541  0.13
C -0.616 -1.716 0.659  -0.15
H -0.995 -1.399 -4.986  0.08
N 1.868 -1.505 1.356  0.11
C 3.846 2.704 2.536  -0.06
H 4.129 3.489 3.234  0.08
H -1.824 -0.801 -0.900  0.09
C 3.103 3.280 1.421  -0.26
H 2.804 -1.328 1.011  0.05
C -1.711 -0.773 0.182  -0.30
C -0.165 2.026 -2.214  -0.25
H 1.607 3.106 -1.930  0.06
H 0.252 3.655 -0.958  0.06
H 4.745 2.214 2.165  0.08
H -0.724 -2.685 0.153  0.11
H -1.250 0.097 -5.896  0.08
H -0.746 -1.890 1.732  0.07
H -4.079 -1.889 3.851  0.08
H 3.228 1.973 3.054  0.08
C -3.396 -2.707 4.072  -0.07
N -0.695 1.032 -2.434  0.16
C -0.498 -0.545 -5.442  -0.08
H -3.758 -3.248 4.944  0.08



# 3
The following is a DFT calculation (ωB97M-V/def2-TZVPD) of C23H36AsF3N2O9ReS2Si2 as an isolated structure at a distorted geometry.

## Properties
HOMO level (alpha / beta) (eV): -1.01 / -1.79
Total charge: -2
Gap between HOMO and LUMO (alpha / beta) (eV): 5.5048 / 6.2801
Calculated total energy (Eh): -5673.8979
⟨S²⟩: 3.78
LUMO (alpha / beta) (eV): 4.49 / 4.49
Multiplicity: 4

Last column: Löwdin spin population.
Element x y z (Å)
H -0.394 -2.755 -4.321  0.00
C -2.442 -0.132 3.139  0.00
H 0.547 4.877 -1.103  0.00
H 1.689 0.179 -3.073  0.00
C 1.831 -0.900 -3.017  0.01
O 2.112 1.181 -0.330  0.01
O 1.575 -1.295 0.755  0.02
H -2.778 0.329 -0.264  0.00
H 2.295 -3.486 -2.679  0.00
C 2.785 -5.523 2.130  0.00
C -2.530 4.347 0.443  0.00
S 1.639 -0.816 2.159  0.03
H 1.443 4.503 0.367  0.00
Si -0.801 3.540 0.553  0.02
H 0.249 5.816 0.375  0.00
H -2.665 4.957 -0.455  0.00
C -0.674 0.910 -3.870  0.03
Re -0.122 0.244 0.274  2.42
H 1.003 -4.309 -1.784  0.00
C 1.561 -3.368 -1.879  0.00
H -3.308 3.577 0.438  0.00
H -0.980 2.034 -5.676  0.00
C 1.221 -3.256 2.677  0.00
H 2.774 -1.080 -2.491  0.00
O -1.783 -3.330 1.577  0.00
H -4.866 1.080 2.599  0.00
H -1.704 -1.818 -3.566  0.00
H -2.694 4.992 1.312  0.00
H 3.889 -4.977 3.889  0.00
H 1.930 -1.291 -4.039  0.00
H -4.781 -0.429 1.661  0.00
N -0.391 -0.127 -1.654  0.13
H -1.410 4.223 -2.030  0.00
C -0.541 3.299 2.406  0.00
O 0.779 0.424 2.235  0.06
C -0.973 2.061 -4.592  0.01
C 2.290 -3.609 3.507  0.00
H -1.312 -3.443 -2.968  0.00
H -0.223 2.284 2.634  0.00
O 2.723 2.841 1.396  0.00
F 5.047 1.140 -1.047  0.00
C 0.470 4.817 -0.015  0.00
C -1.246 3.248 -3.932  0.03
H 2.119 -3.214 -0.946  0.00
H -1.478 4.148 -4.490  0.00
O 3.694 0.615 1.499  0.00
N -0.762 2.093 -0.409  0.07
C -0.887 -2.519 -3.369  0.00
C -1.201 3.290 -2.538  0.01
H -1.440 3.514 2.986  0.00
H -4.698 1.131 0.833  0.00
C -0.871 2.158 -1.798  0.02
H -2.541 1.629 1.926  0.00
C 4.500 2.170 -0.382  0.00
H -1.355 -0.157 3.207  0.00
Si 0.363 -1.825 -2.111  0.01
F 4.150 3.095 -1.293  0.00
F 5.482 2.716 0.367  0.00
H 3.388 -6.398 1.922  0.00
C -4.397 0.594 1.737  0.00
O -1.036 -5.028 -0.370  0.00
H 0.270 3.952 2.738  0.00
C 3.057 -4.730 3.239  0.00
H -2.789 -1.169 3.136  0.00
C -2.244 -0.046 0.613  -0.01
H -0.448 -0.016 -4.383  0.00
C -0.630 0.936 -2.471  0.02
C -2.872 0.587 1.862  0.01
O 0.528 -2.109 2.900  0.01
C 1.735 -5.179 1.293  0.00
As -0.512 -3.674 0.387  0.00
H -2.438 -1.122 0.660  0.01
C 0.962 -4.061 1.559  0.00
H 1.500 -5.766 0.413  0.00
O -0.522 -2.274 -0.589  0.04
S 3.065 1.635 0.687  0.00
H 2.504 -2.979 4.363  0.00
H -2.597 -3.331 1.053  0.00
H -2.833 0.375 4.028  0.00



# 4
The following is a DFT calculation (ωB97M-V/def2-TZVPD) of one molecule with the formula C4H8N2O.

## Properties
HOMO level (eV): -9.62
Gap between HOMO and LUMO (eV): 9.7757
Calculated total energy (Eh): -341.9442
LUMO (eV): 0.16
Energy relative to the best compared isomer or geometry (same formula, charge and spin) (kJ/mol): 156.0
SMILES: [H]/N=C(\NC)C(C)=O

Last column: Löwdin charge in e.
Element x y z (Å)
C -2.197 0.220 0.003  -0.10
N -1.256 -0.904 0.055  -0.06
H -3.219 -0.166 0.026  0.08
H 2.838 -0.145 0.396  0.08
H -2.057 0.854 0.884  0.08
C 0.967 0.043 -0.669  -0.38
O 0.538 0.087 -1.805  0.09
C 0.061 -0.520 0.417  -0.39
H -2.063 0.838 -0.895  0.08
H 2.929 0.681 -1.202  0.08
H -1.242 -1.365 -0.847  0.11
N 0.460 -0.620 1.617  0.19
H -0.347 -1.046 2.091  0.07
C 2.339 0.540 -0.293  -0.02
H 2.249 1.503 0.223  0.09



# 5
The following is a DFT calculation (ωB97M-V/def2-TZVPD) of a 8-piece molecular cluster, C14H33ClFN9O16 overall.

## Properties
HOMO level (eV): -9.43
Gap between HOMO and LUMO (eV): 8.8645
Calculated total energy (Eh): -2809.3040
LUMO (eV): -0.56
SMILES: N[C@@H]1C(=O)O[C@](Cl)(CCCF)[C@@H]1N.C[N+](=O)[O-].C[N+](=O)[O-].C[N+](=O)[O-].C[N+](=O)[O-].C[N+](=O)[O-].C[N+](=O)[O-].C[N+](=O)[O-]

Last column: Löwdin charge in e.
Element x y z (Å)
O -0.884 4.980 4.948  0.07
C -3.792 -1.730 -4.053  0.04
H 2.863 -0.256 -0.702  0.13
H -9.094 -2.968 -5.711  0.10
N 3.417 -2.180 -0.058  0.09
O -2.282 -2.659 -2.545  0.05
O -6.033 2.941 3.274  0.06
N -7.203 -2.277 -5.170  -0.45
O -1.122 3.279 0.113  0.05
H 3.557 -2.294 -1.055  0.07
O -6.653 -1.234 -5.459  0.06
H 1.145 3.021 -1.059  0.08
C 0.074 3.801 3.189  0.03
N -5.636 4.085 3.208  -0.46
H -0.055 3.677 -2.198  0.11
H 6.365 -2.216 3.989  0.06
C 0.200 -0.393 -1.017  -0.18
O 7.552 -4.203 3.294  0.07
N 7.424 -3.974 4.478  -0.46
O -2.838 -0.598 -2.285  0.06
H -0.592 0.333 0.844  0.10
H -0.547 3.577 2.328  0.06
H -1.051 -1.299 0.395  0.12
C 0.471 -2.551 -4.629  0.06
C 4.481 -0.196 0.863  -0.28
Cl 1.945 1.162 1.806  0.77
H -0.156 -2.883 -3.805  0.08
H 5.840 -3.061 5.479  0.10
O 2.177 -1.998 -3.187  0.04
O -6.204 4.988 2.630  0.06
H 0.603 4.739 3.071  0.10
C 4.274 -0.654 2.317  -0.41
O 7.852 -4.675 5.372  0.05
C 2.224 -0.618 1.400  -0.68
H -8.886 -2.594 -3.981  0.10
N -0.360 4.173 -0.199  -0.44
F 0.957 0.787 -1.193  -0.10
H -4.128 5.442 3.744  0.10
C 6.686 -2.743 4.877  0.05
O -6.637 -3.337 -5.007  0.06
H -3.443 -0.986 -4.763  0.11
C -8.681 -2.265 -4.995  0.05
O -0.302 5.250 0.358  0.07
O 5.036 -0.616 3.229  0.14
N 5.738 -0.675 0.330  0.08
H -0.102 -2.047 -5.399  0.10
O -1.525 2.954 4.616  0.05
C 0.846 -1.250 1.351  -0.16
N -0.846 3.926 4.350  -0.44
H -4.793 -1.483 -3.722  0.08
N 1.454 -1.583 -4.071  -0.44
O 2.992 -1.156 2.463  0.02
C 0.561 3.897 -1.332  0.06
H 0.815 -1.224 -1.380  0.10
H -9.035 -1.256 -5.170  0.10
H -3.591 3.752 3.450  0.08
H -0.694 -0.284 -1.633  0.09
H -3.748 -2.733 -4.461  0.09
C -0.203 -0.602 0.433  -0.16
H 7.367 -2.142 5.472  0.10
H 0.742 2.973 3.404  0.05
H 1.181 4.772 -1.487  0.10
H 0.934 -2.310 1.085  0.12
H -4.470 4.150 4.941  0.10
O 1.465 -0.458 -4.512  0.09
H 6.168 0.019 -0.264  0.08
H 1.035 -3.387 -5.032  0.10
C 3.188 -0.741 0.216  -0.29
C -4.348 4.391 3.891  0.04
H 4.489 0.896 0.808  0.14
H 5.631 -1.541 -0.181  0.07
H 0.473 -1.230 2.382  0.13
N -2.900 -1.661 -2.864  -0.43
H 2.614 -2.746 0.180  0.07



Q: Which of these has the lowest calculated total energy?
A: C23H36AsF3N2O9ReS2Si2